[1]
DFT (ωB97M-V/def2-TZVPD) results for a structure of composition C4H11Cl2FeO4Tc in a non-equilibrium geometry.

Summary:
gap between HOMO and LUMO (alpha / beta)	0.2625 / 0.2684	hartree

ORCA input file:
```
! wB97M-V def2-TZVPD RIJCOSX def2/J DEFGRID3
* xyz 0 9
Fe -0.614 0.806 0.045
Cl -1.118 0.407 -2.177
C 0.985 1.768 -0.588
H 1.548 2.032 0.324
H 1.048 2.654 -1.226
H 1.578 0.996 -1.101
Tc -1.790 2.388 -1.121
C -0.669 3.364 -2.570
C -3.844 2.001 -0.691
C -1.122 3.061 0.556
H -4.053 1.087 -0.092
H -4.320 2.825 -0.128
H -4.515 1.942 -1.575
H 0.414 3.173 -2.525
H -1.033 3.076 -3.568
H -0.871 4.436 -2.405
H -0.186 3.596 0.831
H -1.799 3.386 1.371
O -0.277 -2.592 2.085
Cl 0.057 -1.295 1.586
O -1.228 -0.406 1.525
O 1.072 -0.680 2.392
O 0.504 -1.294 0.172
*
```


[2]
DFT (ωB97M-V/def2-TZVPD) results for a cluster of 2 separate species, C2HClF2O2 in total in a non-equilibrium geometry.

Summary:
gap between HOMO and LUMO (alpha / beta)	0.2774 / 0.2733	hartree

ORCA input file:
```
! wB97M-V def2-TZVPD RIJCOSX def2/J DEFGRID3
* xyz 0 1
C 0.545 1.457 0.454
C -0.224 0.619 -0.438
O 0.975 2.403 0.899
O 1.869 -0.383 1.221
F -1.365 1.202 -0.891
F 2.571 0.135 2.259
Cl 1.225 0.645 -1.732
H -0.199 -0.400 -0.137
*
```


Values for E, eV, ordered as above
-74132.1035 -24135.1942